No. 1
This record from the OMol25 dataset describes C22H21FN4O2 in the gas phase. The level of theory is ωB97M-V/def2-TZVPD.

Its SMILES is O=C1C[C@@H](N2CCC(c3nc4ccccc4[nH]3)CC2)C(=O)N1c1cccc(F)c1. The HOMO energy comes out at -8.48 eV. The largest force on an atom is 0.80 eV/A. The energy above the lowest of the compared OMol25 structures with the same formula, charge and spin comes out at 0.0 kcal/mol. Its LUMO energy is 0.58 eV. The calculation puts the molar mass at 392.4 g/mol.

Structure (XYZ):
```
50
Properties=species:S:1:pos:R:3:forces:R:3:lowdin_charge:R:1
N 4.604 1.294 0.612 -0.12 0.08 0.09 0.17
H -1.263 -2.779 -1.029 -0.05 0.03 -0.01 0.14
C 8.140 1.170 -0.463 0.05 0.12 0.07 -0.10
C 5.855 1.054 0.098 0.32 -0.46 -0.39 -0.20
H 4.340 2.059 1.210 -0.04 -0.09 -0.07 0.16
C 7.066 1.715 0.211 0.01 0.12 0.07 -0.03
C 2.146 -0.896 1.578 -0.21 0.18 0.14 -0.12
H 9.104 1.654 -0.402 0.07 0.04 0.01 0.10
H -5.810 -0.998 -0.623 -0.04 -0.07 -0.03 0.13
C -1.424 -1.848 0.943 0.17 -0.19 0.02 -0.21
C 6.807 -0.656 -1.341 -0.06 0.06 0.06 -0.02
C -4.249 0.375 -0.041 -0.33 0.40 -0.05 -0.17
F -7.724 0.703 -0.942 0.04 0.00 0.00 0.07
H 2.700 -0.665 2.489 0.05 -0.02 0.02 0.12
H -1.396 -2.481 1.834 -0.08 0.13 -0.08 0.16
H 7.166 2.615 0.800 0.05 0.08 0.04 0.10
H 1.860 -1.053 -1.126 0.00 0.00 -0.07 0.12
H -4.625 3.717 0.243 0.02 0.09 0.02 0.11
C 0.032 -0.302 -0.266 0.22 -0.06 -0.22 -0.17
H -6.933 3.115 -0.453 -0.10 0.06 -0.02 0.12
C 0.665 -1.052 1.908 0.29 -0.03 0.16 -0.18
H 8.882 -0.381 -1.732 0.06 -0.04 -0.04 0.10
N -3.270 -0.637 0.115 -0.28 0.25 -0.01 0.11
C -4.883 2.686 0.054 -0.01 -0.10 -0.03 -0.06
C -3.100 -1.678 -0.795 0.23 -0.31 -0.12 -0.41
O -2.358 0.098 2.094 0.05 0.01 0.07 0.12
H 2.030 1.168 0.955 0.00 -0.02 -0.01 0.15
H -0.336 0.650 0.157 -0.07 -0.03 -0.03 0.13
C 3.787 0.294 0.154 -0.01 0.15 0.02 -0.31
H 2.525 -1.832 1.167 0.06 -0.04 0.02 0.13
C -5.537 0.026 -0.426 -0.10 0.08 0.01 0.07
H 1.561 0.663 -1.434 0.03 0.00 -0.05 0.12
C 8.011 0.006 -1.224 0.11 -0.12 -0.11 -0.10
O -3.725 -1.806 -1.810 -0.08 -0.05 -0.13 0.12
H -2.459 -3.535 0.015 -0.03 0.03 -0.02 0.14
C -6.472 1.033 -0.570 0.21 0.07 0.11 -0.26
H -0.574 -0.540 -1.142 -0.01 0.04 -0.01 0.13
H 0.539 -1.866 2.625 -0.05 0.06 0.02 0.13
C -3.920 1.703 0.196 0.13 -0.09 -0.02 -0.01
H -2.919 1.963 0.500 0.07 0.00 0.03 0.11
H 6.707 -1.555 -1.928 -0.01 -0.11 -0.07 0.11
C 1.487 -0.129 -0.687 -0.17 0.23 0.10 -0.13
C 2.349 0.207 0.532 -0.03 -0.28 -0.06 -0.26
C -2.011 -2.580 -0.262 0.02 0.00 0.06 -0.01
C -6.171 2.362 -0.334 -0.15 -0.15 -0.06 -0.01
C 5.712 -0.125 -0.670 0.27 0.64 0.39 -0.23
H 0.283 -0.126 2.369 0.00 -0.07 0.03 0.13
N 4.411 -0.558 -0.603 -0.52 -0.35 -0.12 0.18
C -2.386 -0.684 1.181 0.14 -0.16 0.24 -0.37
N -0.067 -1.385 0.699 -0.11 -0.07 0.05 -0.11
```
Forces are in eV/Å.

No. 2
This record from the OMol25 dataset describes a molecular structure, C22H21FeN9O8S. The level of theory is ωB97M-V/def2-TZVPD.

The HOMO energy (spin up / spin down) comes out at -5.17 / -5.19 eV. The largest force on an atom is 2.76 eV/A. As for the charge: -1. The energy above the lowest of the compared OMol25 structures with the same formula, charge and spin comes out at 15.6 kcal/mol. Its spin multiplicity is 2. Its LUMO energy (spin up / spin down) is 0.69 / 1.04 eV. The calculation puts the molar mass at 627.4 g/mol.

Structure (XYZ):
```
62
Properties=species:S:1:pos:R:3:forces:R:3:lowdin_charge:R:1
H 0.417 -4.747 -3.863 0.02 0.03 -0.01 0.09
C 3.311 0.340 -1.780 -1.83 -0.05 -1.29 -0.33
C 4.198 0.999 -2.749 0.31 0.01 0.29 -0.28
H 2.192 -3.263 -2.867 0.00 0.01 0.04 0.12
O -1.482 -3.284 1.635 -0.07 -0.10 -0.09 -0.30
H 0.280 4.738 2.019 0.01 0.00 0.00 0.12
H 0.141 0.606 2.528 0.11 0.04 -0.01 0.11
H 1.359 3.755 3.895 -0.02 -0.02 0.03 0.12
O 3.661 1.863 -4.957 -0.03 -0.10 0.03 0.13
C 2.664 3.738 1.630 -0.01 -0.04 0.03 -0.17
C 1.539 2.371 0.054 0.06 0.20 -0.34 -0.15
O 3.528 -0.140 -0.644 0.03 -1.13 2.27 -0.02
Fe 1.657 -0.892 0.079 -0.78 1.04 -1.08 0.84
O 1.024 -0.035 -1.445 -0.57 0.17 0.25 -0.11
O -1.347 -0.899 2.244 -0.07 0.01 -0.01 -0.33
C 1.180 -3.280 -2.478 0.42 0.00 -0.09 -0.09
C 2.628 1.384 1.948 0.22 0.12 0.22 -0.16
C -4.903 -0.092 -0.037 -0.03 0.04 -0.04 -0.03
H 2.463 2.288 -0.519 -0.04 -0.05 0.06 0.13
C 0.293 3.772 1.509 0.05 0.02 0.01 -0.17
H -5.271 0.920 -0.158 0.03 0.01 0.00 0.11
N 2.361 -1.807 1.642 -0.51 0.52 -1.02 0.05
H 1.321 1.987 4.115 -0.01 0.02 0.02 0.13
H 2.572 0.583 2.684 -0.02 -0.01 -0.04 0.12
C 0.228 1.420 1.815 -0.18 0.04 0.13 -0.16
C -5.288 -2.469 -0.132 -0.06 0.06 -0.02 -0.03
C -3.165 -1.621 0.572 0.21 -0.03 0.08 -0.29
H -0.570 3.719 0.841 0.01 -0.04 0.00 0.13
C 1.927 0.757 -3.653 -0.61 -0.58 0.61 -0.29
N 2.627 2.673 2.634 -0.12 0.03 -0.07 -0.08
C -3.997 -2.696 0.306 0.02 0.04 -0.02 -0.07
H -5.957 -3.300 -0.329 0.04 -0.02 0.00 0.11
N 1.520 3.673 0.714 -0.02 -0.12 0.13 -0.08
C -1.036 -4.042 -2.421 -0.06 0.11 0.07 -0.12
H 3.547 1.274 1.372 -0.05 -0.07 -0.05 0.13
N 0.926 -2.485 -1.453 0.73 -0.12 1.02 0.10
N -0.471 -1.581 0.054 0.94 0.22 0.80 -0.10
C 2.620 -2.214 2.725 -0.09 -0.01 0.14 -0.50
S -1.545 -1.905 1.235 0.04 -0.10 0.12 0.61
C 0.212 -4.101 -3.023 -0.08 0.06 -0.01 -0.05
O 2.900 -2.612 3.808 0.03 0.00 -0.10 0.05
H 2.650 4.703 2.142 0.02 0.00 -0.02 0.12
C -0.318 -2.478 -0.943 -0.31 -0.14 -0.13 -0.46
C -5.753 -1.165 -0.314 0.04 -0.01 0.06 -0.33
C 1.968 0.316 -2.240 2.01 1.21 -1.45 -0.27
N 0.200 2.706 2.505 0.03 0.05 -0.08 -0.08
H -0.621 1.357 1.134 0.04 -0.05 -0.02 0.12
H -2.949 0.498 0.652 -0.07 0.05 -0.03 0.11
C 1.371 2.792 3.380 0.02 -0.04 -0.02 -0.17
C 3.321 1.288 -3.955 -0.03 0.10 -0.02 -0.26
H -1.864 -4.642 -2.787 0.05 -0.06 0.02 0.11
N 1.471 1.258 1.026 0.40 -1.34 -0.07 -0.08
C -3.615 -0.320 0.408 0.02 -0.10 -0.02 -0.05
H 3.587 3.653 1.053 -0.01 0.01 0.00 0.13
O 1.001 0.679 -4.434 0.01 0.22 -0.09 0.08
O 5.367 1.301 -2.612 -0.18 -0.06 -0.09 0.10
H 0.691 2.297 -0.626 0.00 -0.07 0.02 0.14
H -7.247 -0.049 -1.146 0.00 -0.01 -0.05 0.08
N -1.312 -3.254 -1.395 -0.04 0.04 -0.04 0.15
N -7.073 -0.933 -0.699 0.00 -0.04 0.10 0.09
H -3.610 -3.695 0.454 -0.05 -0.01 -0.02 0.11
H -7.529 -1.706 -1.154 -0.01 0.03 -0.07 0.08
```
Forces are in eV/Å.